C4H4N4 | the ωB97M-V functional and the def2-TZVPD basis

Output
- total energy (a.u.) = -373.737238
- HOMO (eV) = -10.4
- LUMO level (eV) = -0.48
- largest force on an atom (eV/A) = 4.18

Geometry as ORCA input:
```
! RIJCOSX wB97M-V def2-TZVPD def2/J DEFGRID3
* xyz 0 1
N -2.580 2.097 0.040
C -2.002 1.103 -0.039
C -1.157 -0.036 0.066
N -1.553 -1.204 0.053
N -0.458 -2.148 0.132
C 0.612 -1.520 -0.068
C 0.481 -0.025 -0.208
N 1.624 0.908 0.258
H 1.516 -2.143 -0.212
H 0.460 0.160 -1.249
H 1.368 1.773 -0.166
H 1.689 1.035 1.391
*
```

C4H4N4 | the ωB97M-V functional and the def2-TZVPD basis

Output
- total energy (a.u.) = -373.776429
- HOMO (eV) = -10.4
- LUMO level (eV) = 0.35
- largest force on an atom (eV/A) = 5.12

Geometry as ORCA input:
```
! RIJCOSX wB97M-V def2-TZVPD def2/J DEFGRID3
* xyz 0 1
H -2.543 -0.922 -0.138
N -1.741 -0.925 0.597
C -0.780 -0.161 0.138
N -0.661 0.524 -1.134
C 0.759 0.676 -1.276
N 1.481 0.654 -0.196
C 0.376 0.289 0.842
C 1.133 -0.632 1.680
N 1.676 -1.453 2.252
H -1.183 -0.177 -1.890
H 1.304 0.900 -2.266
H 0.179 1.228 1.390
*
```

C4H4N4 | the ωB97M-V functional and the def2-TZVPD basis

Output
- total energy (a.u.) = -373.687217
- HOMO (eV) = -8.7
- LUMO level (eV) = -0.57
- largest force on an atom (eV/A) = 8.04

Geometry as ORCA input:
```
! RIJCOSX wB97M-V def2-TZVPD def2/J DEFGRID3
* xyz 0 1
C 0.347 -1.324 -1.168
N 0.130 -0.225 -1.955
N -0.331 0.866 -1.394
C -0.576 0.538 -0.138
N -0.479 1.365 0.949
C 0.213 0.664 1.791
N 0.606 -0.580 1.261
C -0.224 -0.842 0.258
H 1.128 -2.221 -1.473
H 0.534 0.968 2.730
H 1.323 -1.365 1.695
H -1.036 -1.588 0.554
*
```

C4H4N4 | the ωB97M-V functional and the def2-TZVPD basis

Output
- total energy (a.u.) = -373.769230
- HOMO (eV) = -9.5
- LUMO level (eV) = -0.55
- largest force on an atom (eV/A) = 2.30

Geometry as ORCA input:
```
! RIJCOSX wB97M-V def2-TZVPD def2/J DEFGRID3
* xyz 0 1
H -2.765 0.532 1.008
N -2.189 -0.226 0.655
C -1.179 0.032 -0.035
N -0.616 1.232 -0.530
C 0.609 1.464 -0.287
C 1.565 0.560 0.494
N 1.582 -0.689 0.480
C 0.710 -1.407 -0.329
N -0.490 -1.096 -0.547
H 1.149 2.408 -0.726
H 2.386 1.011 1.069
H 0.994 -2.392 -0.819
*
```

C4H4N4 | the ωB97M-V functional and the def2-TZVPD basis

Output
- total energy (a.u.) = -373.695235
- HOMO (eV) = -9.4
- LUMO level (eV) = -0.08
- largest force on an atom (eV/A) = 6.21

Geometry as ORCA input:
```
! RIJCOSX wB97M-V def2-TZVPD def2/J DEFGRID3
* xyz 0 1
C -1.917 -0.760 0.502
C 1.119 0.326 0.834
C 0.264 0.926 -0.304
C -0.069 -1.317 -0.161
N -1.147 -1.729 0.510
N 1.034 -0.963 0.803
N -0.341 -0.014 -0.924
N -2.761 0.069 0.489
H 2.101 0.542 0.989
H -0.002 1.887 -0.579
H 0.535 -2.178 -0.516
H -3.709 -0.182 0.606
*
```

C4H4N4O3 | the ωB97M-V functional and the def2-TZVPD basis

Output
- total energy (a.u.) = -599.444007
- HOMO (eV) = -9.2
- LUMO level (eV) = -0.17
- largest force on an atom (eV/A) = 9.72

Geometry as ORCA input:
```
! RIJCOSX wB97M-V def2-TZVPD def2/J DEFGRID3
* xyz 0 1
O -4.041 -0.348 -0.269
N -2.937 -0.479 -0.591
N -2.115 0.265 0.258
C -0.704 -0.040 0.106
C -0.114 -1.323 0.197
N 1.241 -1.460 -0.023
C 2.014 -0.392 -0.194
O 3.236 -0.519 -0.229
N 1.428 0.904 -0.210
C 0.147 1.157 0.042
O -0.199 2.363 -0.049
H -2.841 0.128 1.074
H -0.708 -2.220 0.454
H 3.560 0.380 -0.194
H 2.033 1.585 -0.372
*
```

C4H4N4O3 | the ωB97M-V functional and the def2-TZVPD basis

Output
- total energy (a.u.) = -599.330779
- HOMO (alpha / beta) (eV) = -8.9 / -8.5
- LUMO level (alpha / beta) (eV) = -1.67 / -0.89
- largest force on an atom (eV/A) = 3.80

Geometry as ORCA input:
```
! RIJCOSX wB97M-V def2-TZVPD def2/J DEFGRID3
* xyz 0 1
C -2.483 1.046 0.514
C -2.758 -0.020 -0.281
C -0.584 0.290 -0.064
C 2.751 -1.029 0.454
N -1.148 1.248 0.592
N -1.575 -0.532 -0.611
N 0.620 -0.062 -0.500
N 2.802 0.275 -0.099
O 1.554 0.865 -0.210
O 3.790 0.974 -0.089
O 3.633 -1.808 0.292
H -3.172 1.836 1.039
H -3.715 -0.546 -0.577
H 1.615 -1.193 0.706
H -1.329 -1.343 -1.166
*
```

C4H4NO | the ωB97M-V functional and the def2-TZVPD basis

Output
- total energy (a.u.) = -284.428794
- HOMO (eV) = -15.8
- LUMO level (eV) = -6.31
- largest force on an atom (eV/A) = 6.41

Geometry as ORCA input:
```
! RIJCOSX wB97M-V def2-TZVPD def2/J DEFGRID3
* xyz 1 1
C -0.592 0.550 -0.213
C 3.267 -0.291 0.215
C 0.462 1.300 -0.256
C -2.410 -1.093 0.181
N -1.375 -0.371 -0.086
O 4.332 -0.408 -0.101
H 0.345 2.358 -0.514
H 1.416 0.704 -0.014
H -3.311 -0.667 0.148
H -2.134 -2.081 0.641
*
```

C4H4NO5S | the ωB97M-V functional and the def2-TZVPD basis

Output
- total energy (a.u.) = -983.944601
- HOMO (eV) = -4.5
- LUMO level (eV) = 3.31
- largest force on an atom (eV/A) = 3.50

Geometry as ORCA input:
```
! RIJCOSX wB97M-V def2-TZVPD def2/J DEFGRID3
* xyz -1 1
C 0.444 -0.435 0.422
C 1.542 -1.119 -0.025
C -0.776 -1.177 0.455
C -0.988 -3.577 -0.370
N -0.699 -2.602 0.245
O 3.847 -1.169 0.973
O 3.612 -0.429 -1.453
O -1.867 -0.730 0.799
O -1.098 -4.662 -0.793
O -2.953 1.506 -0.526
S 3.009 -0.120 -0.109
H 0.132 0.576 0.494
H -2.582 2.300 -0.055
H 3.694 -2.085 1.101
H -2.520 0.795 -0.096
*
```

C4H4NO5S | the ωB97M-V functional and the def2-TZVPD basis

Output
- total energy (a.u.) = -983.573235
- HOMO (eV) = -15.6
- LUMO level (eV) = -6.29
- largest force on an atom (eV/A) = 6.33

Geometry as ORCA input:
```
! RIJCOSX wB97M-V def2-TZVPD def2/J DEFGRID3
* xyz 1 1
C 1.186 0.651 1.210
C 0.549 -0.553 0.614
C 3.581 -0.251 -2.546
C -0.795 -0.441 0.311
N 2.360 0.674 1.681
O 3.162 -0.621 -1.515
O 3.147 -0.353 1.461
O 4.011 -0.056 -3.566
O 2.864 -2.759 2.032
O 1.247 -1.616 0.408
S 2.983 -1.916 0.910
H 0.707 1.606 1.358
H -1.308 -1.387 -0.009
H -1.278 0.486 -0.169
H -1.430 -0.363 1.269
*
```

C4H4NO6S | the ωB97M-V functional and the def2-TZVPD basis

Output
- total energy (a.u.) = -1059.262129
- HOMO (eV) = -3.5
- LUMO level (eV) = 3.49
- largest force on an atom (eV/A) = 4.76

Geometry as ORCA input:
```
! RIJCOSX wB97M-V def2-TZVPD def2/J DEFGRID3
* xyz -1 1
O 1.601 2.275 0.480
S 1.724 0.757 0.725
O 1.852 0.226 2.063
O 2.677 0.166 -0.166
N 0.141 0.384 0.243
C -0.453 0.917 -0.849
O 0.099 1.946 -1.419
C -1.325 0.029 -1.315
C -1.288 -1.133 -0.439
O -2.272 -2.103 -0.554
C -0.459 -0.792 0.618
O -0.035 -1.468 1.753
H 0.820 2.382 -0.846
H -2.019 0.249 -2.060
H -1.897 -2.928 -0.207
H 0.834 -0.908 1.973
*
```

C4H4Na2O5 | the ωB97M-V functional and the def2-TZVPD basis

Output
- total energy (a.u.) = -855.607267
- HOMO (eV) = -6.7
- LUMO level (eV) = -1.22
- largest force on an atom (eV/A) = 8.61

Geometry as ORCA input:
```
! RIJCOSX wB97M-V def2-TZVPD def2/J DEFGRID3
* xyz 0 1
O -0.476 1.232 -0.154
C 0.439 0.209 -0.182
C -1.598 0.871 -0.923
O 1.406 0.424 -1.088
O -0.242 -0.951 -0.458
C -1.509 -0.650 -0.995
H -1.567 1.339 -1.908
H -2.512 1.167 -0.407
H -1.586 -0.997 -2.026
H -2.287 -1.102 -0.379
Na 3.305 -0.655 -0.846
O 2.338 -0.424 1.440
C 1.229 0.055 1.470
O 0.396 -0.325 2.494
Na 2.663 -0.193 3.961
*
```